Record 1
{
  "formula": "C27H52ClN2O7",
  "method": "the ωB97M-V functional and the def2-TZVPD basis",
  "orbital_gap_ev": 2.197,
  "energy_ha": -2156.15276,
  "total_charge": -1,
  "elements": ["C", "C", "O", "O", "C", "C", "C", "C", "C", "C", "C", "N", "C", "C", "O", "C", "C", "N", "C", "C", "C", "C", "C", "C", "C", "O", "C", "C", "O", "C", "C", "C", "Cl", "H", "H", "H", "H", "H", "H", "H", "H", "H", "H", "H", "H", "H", "H", "H", "H", "H", "H", "H", "H", "H", "H", "H", "H", "H", "H", "H", "H", "H", "H", "H", "H", "H", "H", "H", "H", "H", "H", "H", "H", "H", "H", "H", "H", "H", "H", "H", "H", "O", "C", "C", "O", "H", "H", "H", "H"],
  "coordinates": [[-2.742, -1.606, 5.563], [-2.198, -0.210, 5.555], [-2.762, 0.715, 5.037], [-0.965, 0.003, 6.160], [0.061, -0.286, 5.211], [0.434, 0.920, 4.324], [1.937, 0.868, 4.069], [2.452, 1.860, 3.001], [1.479, 2.085, 1.850], [1.261, 0.783, 1.043], [1.869, 0.918, -0.344], [1.438, 2.109, -1.016], [0.010, 2.418, -0.982], [-0.690, 2.802, -2.269], [-1.994, 3.253, -1.913], [2.166, 2.351, -2.242], [2.095, 1.135, -3.186], [2.636, -0.049, -2.450], [1.844, -0.387, -1.202], [0.488, -0.793, -1.765], [-0.553, -1.467, -0.845], [-1.901, -1.081, -1.483], [-2.942, -2.195, -1.516], [-3.007, -3.060, -0.243], [-3.234, -2.303, 1.055], [-4.430, -1.534, 1.079], [-4.309, -0.206, 0.760], [-3.301, 0.676, 1.466], [-5.014, 0.261, -0.100], [2.399, -1.620, -0.463], [3.907, -1.891, -0.498], [4.824, -0.770, -0.022], [4.462, -2.566, -2.077], [-2.911, -1.917, 6.589], [-2.080, -2.326, 5.093], [-3.676, -1.590, 5.017], [0.961, -0.652, 5.696], [-0.251, -1.077, 4.525], [-0.152, 0.822, 3.418], [0.224, 1.844, 4.852], [2.267, -0.128, 3.770], [2.440, 1.064, 5.014], [2.733, 2.800, 3.471], [3.386, 1.452, 2.609], [1.902, 2.876, 1.236], [0.539, 2.472, 2.227], [1.728, 0.000, 1.629], [0.189, 0.638, 1.006], [2.943, 1.073, -0.152], [-0.603, 1.635, -0.545], [-0.127, 3.283, -0.315], [-0.858, 1.961, -2.922], [-0.205, 3.630, -2.787], [-1.995, 3.558, -1.003], [1.927, 3.281, -2.736], [3.229, 2.420, -1.962], [1.119, 0.968, -3.657], [2.788, 1.331, -4.004], [3.618, 0.129, -2.251], [2.563, -0.869, -3.058], [0.727, -1.530, -2.531], [-0.022, 0.001, -2.287], [-0.445, -1.301, 0.227], [-0.461, -2.545, -0.978], [-2.328, -0.164, -1.081], [-1.603, -0.844, -2.516], [-3.935, -1.819, -1.742], [-2.690, -2.863, -2.337], [-2.124, -3.693, -0.204], [-3.854, -3.735, -0.372], [-3.341, -3.047, 1.844], [-2.336, -1.736, 1.294], [-2.651, 0.088, 2.108], [-2.652, 1.118, 0.720], [-3.803, 1.443, 2.038], [1.941, -2.480, -0.947], [2.092, -1.672, 0.573], [4.070, -2.710, 0.192], [5.183, -0.166, -0.851], [5.722, -1.205, 0.405], [4.365, -0.161, 0.747], [-1.939, 0.586, -7.315], [-1.459, -0.377, -6.497], [-0.864, 0.185, -5.162], [-0.349, -0.788, -4.324], [-0.633, -1.014, -6.923], [-2.205, -1.152, -6.162], [-1.693, 0.798, -4.737], [-0.130, 0.970, -5.499]]
}

Record 2
{
  "formula": "C27H52F2N2NbO8",
  "method": "the ωB97M-V functional and the def2-TZVPD basis",
  "orbital_gap_ev": 6.518,
  "energy_ha": -2027.84920,
  "total_charge": -1,
  "elements": ["C", "C", "Nb", "C", "N", "C", "C", "C", "C", "O", "O", "C", "C", "N", "C", "O", "F", "C", "O", "F", "H", "H", "H", "H", "H", "H", "H", "H", "H", "H", "H", "H", "H", "H", "H", "H", "H", "H", "H", "H", "C", "C", "C", "O", "C", "H", "H", "H", "H", "H", "H", "H", "H", "C", "C", "C", "O", "C", "H", "H", "H", "H", "H", "H", "H", "H", "C", "C", "C", "O", "C", "H", "H", "H", "H", "H", "H", "H", "H", "C", "C", "C", "O", "C", "H", "H", "H", "H", "H", "H", "H", "H"],
  "coordinates": [[-1.863, -3.662, 3.490], [-1.021, -2.635, 3.535], [0.840, -2.760, 2.198], [-0.587, -2.665, 0.431], [-0.691, -1.309, -0.135], [1.136, -0.505, 2.187], [2.413, -0.071, 1.349], [2.084, 0.490, -0.094], [2.531, -0.446, -1.221], [3.695, -0.536, -1.423], [1.676, -1.146, -2.029], [2.017, -2.538, -2.091], [1.003, -3.362, -2.895], [2.005, -2.825, 4.062], [1.417, -3.634, 5.050], [0.989, -3.163, 6.017], [1.306, -4.966, 4.903], [3.348, -3.200, 3.799], [4.221, -2.524, 4.149], [3.663, -4.313, 3.112], [-1.872, -4.307, 2.607], [-2.531, -3.942, 4.318], [-1.207, -1.782, 4.205], [2.301, -3.040, 1.144], [0.627, -4.596, 2.265], [-0.348, -3.419, -0.335], [-1.584, -2.951, 0.829], [-1.322, -0.721, 0.398], [-0.902, -1.306, -1.125], [1.387, -0.239, 3.237], [0.240, 0.079, 1.927], [2.868, 0.769, 1.898], [3.135, -0.882, 1.201], [2.710, 1.391, -0.206], [1.045, 0.830, -0.182], [3.021, -2.725, -2.504], [2.033, -2.927, -1.059], [1.172, -4.419, -2.636], [1.065, -3.213, -3.980], [-0.026, -3.129, -2.576], [-2.978, 3.067, 2.432], [-2.659, 2.493, 3.801], [-2.855, 1.003, 3.568], [-2.525, 0.754, 2.199], [-2.409, 2.004, 1.508], [-2.549, 4.054, 2.260], [-4.062, 3.137, 2.300], [-1.616, 2.698, 4.056], [-3.288, 2.885, 4.601], [-3.900, 0.709, 3.723], [-2.223, 0.390, 4.212], [-1.346, 2.181, 1.307], [-2.938, 1.945, 0.555], [2.410, 2.799, -4.644], [1.183, 3.624, -5.002], [0.160, 3.109, -4.001], [0.886, 2.722, -2.833], [2.286, 2.697, -3.134], [3.351, 3.246, -4.965], [2.333, 1.805, -5.094], [1.383, 4.684, -4.822], [0.861, 3.510, -6.037], [-0.362, 2.225, -4.385], [-0.584, 3.863, -3.735], [2.753, 3.556, -2.638], [2.730, 1.784, -2.737], [-1.911, 8.090, 4.792], [-0.423, 7.797, 4.674], [-0.421, 6.298, 4.420], [-1.633, 5.998, 3.718], [-2.499, 7.136, 3.765], [-2.171, 9.131, 4.602], [-2.263, 7.827, 5.793], [-0.008, 8.323, 3.810], [0.153, 8.080, 5.554], [-0.426, 5.735, 5.360], [0.434, 5.973, 3.826], [-2.517, 7.588, 2.767], [-3.510, 6.814, 4.018], [-0.418, -6.837, -6.360], [-1.304, -5.995, -7.263], [-1.505, -4.744, -6.422], [-0.323, -4.586, -5.631], [0.462, -5.780, -5.713], [0.154, -7.600, -6.889], [-1.027, -7.334, -5.600], [-0.768, -5.746, -8.183], [-2.241, -6.479, -7.536], [-2.356, -4.855, -5.742], [-1.659, -3.850, -7.029], [1.342, -5.564, -6.329], [0.799, -6.064, -4.715]]
}

Record 3
{
  "formula": "C27H52IrOP2Si",
  "method": "the ωB97M-V functional and the def2-TZVPD basis",
  "orbital_gap_ev": [5.934, 5.058],
  "energy_ha": -2211.02276,
  "de_lowest_kj_mol": 0.0,
  "total_charge": 2,
  "multiplicity": 6,
  "elements": ["Ir", "C", "C", "C", "C", "C", "C", "H", "H", "H", "C", "H", "H", "H", "C", "H", "H", "H", "C", "H", "H", "H", "C", "H", "H", "H", "C", "C", "C", "C", "C", "C", "C", "C", "H", "H", "H", "H", "H", "H", "H", "H", "H", "H", "H", "H", "P", "P", "C", "C", "H", "H", "H", "H", "C", "H", "H", "H", "C", "H", "H", "H", "C", "H", "H", "H", "C", "H", "H", "H", "C", "Si", "C", "C", "O", "H", "H", "H", "H", "H", "H", "H", "H", "H"],
  "coordinates": [[0.057, -1.643, 1.564], [1.098, -3.173, 2.989], [-0.339, -3.029, 3.149], [0.117, -3.894, 1.027], [1.350, -3.805, 1.737], [-0.956, -3.486, 1.913], [2.139, -2.795, 3.987], [1.764, -2.027, 4.666], [3.042, -2.416, 3.485], [2.429, -3.671, 4.583], [2.657, -4.304, 1.234], [3.460, -4.137, 1.958], [2.925, -3.785, 0.303], [2.608, -5.383, 1.024], [-0.034, -4.408, -0.367], [-0.006, -5.506, -0.404], [0.791, -4.035, -0.984], [-0.979, -4.080, -0.805], [-2.413, -3.667, 1.667], [-2.719, -4.666, 2.000], [-2.633, -3.573, 0.601], [-2.982, -2.922, 2.227], [-1.048, -2.556, 4.373], [-1.348, -3.394, 5.011], [-1.947, -1.995, 4.106], [-0.390, -1.904, 4.955], [1.300, -0.145, 1.179], [1.132, 0.153, 2.533], [0.093, 1.084, 3.087], [-1.255, 1.018, 2.326], [-1.532, -0.282, 1.610], [-1.123, -0.593, 0.247], [-0.360, 0.403, -0.603], [0.982, 0.792, 0.034], [0.462, 2.122, 3.073], [-1.359, 1.877, 1.648], [-0.089, 0.839, 4.150], [0.997, 1.851, 0.348], [2.703, -0.850, 0.916], [1.942, -0.132, 3.218], [1.772, 0.677, -0.731], [-0.171, -0.078, -1.573], [-1.847, -1.219, -0.296], [-0.984, 1.286, -0.809], [-2.051, 1.126, 3.075], [-2.485, -0.754, 1.883], [-2.153, 3.680, -3.087], [-4.422, 2.719, -4.810], [-3.022, 5.030, -4.058], [-3.793, 4.432, -5.236], [-2.255, 5.733, -4.408], [-3.694, 5.561, -3.369], [-4.654, 5.054, -5.519], [-3.141, 4.316, -6.114], [-5.077, 2.263, -6.468], [-5.658, 1.337, -6.365], [-4.227, 2.074, -7.139], [-5.712, 3.060, -6.882], [-6.005, 3.252, -4.031], [-6.513, 4.004, -4.649], [-5.802, 3.661, -3.034], [-6.641, 2.364, -3.926], [-0.422, 4.114, -3.541], [0.266, 3.523, -2.921], [-0.238, 5.187, -3.390], [-0.259, 3.855, -4.596], [-2.237, 4.433, -1.410], [-3.271, 4.355, -1.046], [-1.927, 5.488, -1.433], [-1.581, 3.863, -0.735], [5.169, 0.596, 2.192], [5.064, -0.945, 1.125], [5.927, -0.703, -0.521], [5.885, -2.393, 2.010], [3.537, -1.442, 0.805], [6.214, 0.948, 2.197], [4.872, 0.372, 3.226], [4.530, 1.406, 1.814], [6.971, -0.409, -0.358], [5.910, -1.643, -1.089], [5.436, 0.064, -1.131], [5.406, -2.595, 2.979], [5.790, -3.309, 1.404], [6.956, -2.228, 2.198]]
}

Record 4
{
  "formula": "C27H52N3O5",
  "method": "the ωB97M-V functional and the def2-TZVPD basis",
  "orbital_gap_ev": 9.545,
  "energy_ha": -1600.12926,
  "total_charge": 1,
  "elements": ["C", "C", "C", "C", "O", "N", "C", "N", "N", "C", "C", "C", "C", "C", "C", "C", "O", "C", "C", "O", "C", "C", "C", "C", "C", "C", "C", "C", "C", "C", "C", "C", "O", "C", "O", "H", "H", "H", "H", "H", "H", "H", "H", "H", "H", "H", "H", "H", "H", "H", "H", "H", "H", "H", "H", "H", "H", "H", "H", "H", "H", "H", "H", "H", "H", "H", "H", "H", "H", "H", "H", "H", "H", "H", "H", "H", "H", "H", "H", "H", "H", "H", "H", "H", "H", "H", "H"],
  "coordinates": [[5.331, -3.177, 2.231], [4.614, -2.015, 1.470], [5.090, -0.643, 2.020], [4.402, 0.571, 1.313], [3.086, 0.142, 0.970], [2.436, 1.048, 0.105], [2.570, 0.415, -1.160], [3.681, -0.003, -1.730], [1.343, 0.300, -1.660], [0.309, 0.195, -0.556], [0.483, -1.298, -0.096], [-0.834, -2.102, 0.161], [-0.857, -3.348, -0.811], [-2.304, -3.729, -1.248], [-3.027, -4.567, -0.127], [-4.324, -3.795, 0.229], [-3.876, -2.593, 0.896], [-4.864, -1.637, 0.903], [-5.494, -1.276, 2.257], [-5.239, -1.104, -0.083], [-0.991, 0.637, -1.283], [-2.173, 1.002, -0.296], [-1.447, -0.324, -2.434], [-1.958, 0.502, -3.638], [-3.289, 1.247, -3.354], [0.997, 1.257, 0.376], [0.694, 2.763, 0.083], [1.267, 3.332, -1.245], [0.647, 4.751, -1.510], [-0.850, 4.633, -1.907], [0.505, 1.088, 1.837], [1.403, 1.745, 2.909], [0.802, 2.997, 3.340], [1.451, 3.518, 4.415], [2.611, 3.565, 4.521], [4.845, -3.358, 3.202], [5.179, -4.109, 1.656], [6.416, -3.025, 2.315], [4.844, -2.133, 0.396], [3.540, -2.183, 1.645], [4.808, -0.642, 3.087], [6.183, -0.599, 1.916], [5.022, 0.800, 0.429], [4.417, 1.399, 2.041], [3.768, -0.914, -2.163], [4.499, 0.592, -1.681], [1.277, -0.387, -2.411], [1.063, -1.324, 0.845], [1.114, -1.841, -0.819], [-0.849, -2.450, 1.205], [-1.757, -1.551, -0.052], [-0.305, -3.145, -1.746], [-0.350, -4.170, -0.281], [-2.880, -2.853, -1.578], [-2.176, -4.388, -2.126], [-2.339, -4.592, 0.733], [-3.232, -5.563, -0.538], [-5.027, -4.383, 0.841], [-4.790, -3.541, -0.738], [-5.971, -2.184, 2.660], [-6.225, -0.477, 2.100], [-4.677, -0.943, 2.917], [-0.745, 1.591, -1.782], [-3.112, 0.631, -0.733], [-2.306, 2.093, -0.229], [-1.957, 0.541, 0.676], [-0.702, -1.093, -2.696], [-2.323, -0.873, -2.042], [-1.225, 1.286, -3.908], [-2.164, -0.167, -4.490], [-4.076, 0.570, -2.978], [-3.173, 2.038, -2.592], [-3.689, 1.741, -4.252], [1.088, 3.410, 0.886], [-0.392, 2.932, 0.081], [2.356, 3.498, -1.174], [0.999, 2.742, -2.134], [0.825, 5.428, -0.661], [1.181, 5.137, -2.396], [-1.249, 5.526, -2.403], [-1.022, 3.740, -2.535], [-1.437, 4.449, -0.987], [-0.469, 1.602, 1.894], [0.317, 0.050, 2.148], [2.421, 1.959, 2.555], [1.463, 1.089, 3.791], [0.801, 3.942, 5.207]]
}

Record 5
{
  "formula": "C27H52O6S",
  "method": "the ωB97M-V functional and the def2-TZVPD basis",
  "orbital_gap_ev": 10.225,
  "energy_ha": -1909.52385,
  "total_charge": 0,
  "elements": ["C", "C", "C", "C", "C", "C", "C", "C", "C", "C", "C", "C", "C", "O", "C", "O", "C", "O", "C", "C", "C", "C", "C", "C", "C", "C", "C", "C", "C", "C", "O", "S", "O", "O", "H", "H", "H", "H", "H", "H", "H", "H", "H", "H", "H", "H", "H", "H", "H", "H", "H", "H", "H", "H", "H", "H", "H", "H", "H", "H", "H", "H", "H", "H", "H", "H", "H", "H", "H", "H", "H", "H", "H", "H", "H", "H", "H", "H", "H", "H", "H", "H", "H", "H", "H", "H"],
  "coordinates": [[-6.663, 2.882, -2.372], [-5.853, 2.864, -3.682], [-5.912, 1.498, -4.400], [-4.826, 0.555, -3.769], [-3.720, 0.353, -4.827], [-2.493, -0.364, -4.234], [-1.872, 0.450, -3.051], [-0.359, 0.186, -3.042], [0.344, 0.353, -1.669], [-0.312, -0.384, -0.487], [0.514, -0.100, 0.807], [-0.110, 1.033, 1.701], [-1.040, 2.008, 0.950], [-0.931, 3.329, 1.572], [-1.250, 3.308, 2.893], [-0.422, 3.479, 3.688], [0.892, -1.295, 1.734], [2.282, -1.601, 1.525], [3.153, -0.782, 2.290], [4.312, -0.280, 1.371], [4.285, 1.284, 1.384], [5.696, -0.783, 1.835], [6.854, -0.057, 1.100], [7.495, 1.051, 1.988], [7.987, -1.036, 0.690], [0.122, -2.622, 1.644], [-0.807, -2.953, 2.855], [-1.721, -4.159, 2.543], [-1.660, -1.778, 3.383], [-2.618, -1.131, 2.354], [-0.668, -2.868, 0.451], [-0.121, -2.156, -0.871], [-0.978, -2.558, -1.925], [1.240, -2.460, -1.093], [-6.565, 3.871, -1.915], [-6.243, 2.155, -1.668], [-7.706, 2.652, -2.597], [-6.216, 3.674, -4.327], [-4.799, 3.076, -3.455], [-6.897, 1.057, -4.204], [-5.783, 1.576, -5.482], [-4.451, 0.987, -2.840], [-5.317, -0.409, -3.603], [-3.379, 1.326, -5.210], [-4.166, -0.204, -5.657], [-2.823, -1.338, -3.856], [-1.718, -0.543, -4.987], [-2.122, 1.502, -3.229], [-2.394, 0.102, -2.155], [-0.087, -0.777, -3.474], [0.095, 0.934, -3.708], [0.503, 1.420, -1.488], [1.344, -0.086, -1.778], [-1.387, -0.230, -0.385], [1.456, 0.331, 0.464], [0.730, 1.637, 2.061], [-0.597, 0.637, 2.592], [-2.086, 1.701, 1.089], [-0.775, 2.172, -0.089], [-2.291, 3.188, 3.246], [0.832, -0.949, 2.772], [3.627, -1.363, 3.095], [2.679, 0.118, 2.700], [4.172, -0.581, 0.328], [4.573, 1.633, 2.382], [3.228, 1.567, 1.283], [4.882, 1.728, 0.591], [5.806, -1.847, 1.582], [5.822, -0.708, 2.921], [6.520, 0.393, 0.161], [8.555, 1.199, 1.763], [6.974, 1.989, 1.775], [7.374, 0.813, 3.047], [8.613, -0.485, -0.023], [8.598, -1.350, 1.539], [7.566, -1.872, 0.123], [0.875, -3.417, 1.680], [-0.130, -3.249, 3.667], [-1.161, -4.934, 2.018], [-2.570, -3.794, 1.959], [-2.120, -4.540, 3.487], [-0.996, -1.072, 3.893], [-2.296, -2.198, 4.173], [-2.308, -1.233, 1.315], [-3.639, -1.470, 2.532], [-2.643, -0.053, 2.557]]
}